i) Entry from the Open Molecules 2025 dataset: C9H10BrNO2S in the gas phase (ωB97M-V/def2-TZVPD).

Cartesian coordinates (Å):
C (-2.51014, 0.74211, 1.26253)
C (-1.25817, 0.90958, 1.88783)
C (-2.61849, 0.05264, 0.02258)
C (-0.09039, 0.50809, 1.22154)
C (-1.44939, -0.34560, -0.58734)
C (-0.23430, -0.21675, 0.05710)
C (-1.39060, -1.20407, -1.79218)
C (-0.26918, -2.13298, -1.65541)
C (3.26695, 0.36479, 0.13303)
N (0.90540, -0.74792, -0.57388)
O (2.87447, -2.30170, -0.45978)
O (2.10902, -1.55618, 1.61844)
S (2.24044, -1.23350, 0.23863)
Br (-0.01262, -3.45278, -0.39024)
H (-3.39775, 0.88856, 1.79812)
H (-1.17286, 1.25831, 2.93085)
H (-3.60491, -0.44978, -0.29953)
H (0.81715, 0.43725, 1.74148)
H (-2.38521, -1.60360, -1.92147)
H (-1.21843, -0.57647, -2.67587)
H (0.31147, -2.42435, -2.43801)
H (3.82045, 0.60244, 0.99760)
H (4.13328, 0.25803, -0.62241)
H (2.45789, 1.02229, -0.22851)

Total charge = 0
HOMO-LUMO gap (alpha / beta) = 0.2791 / 0.2790 Ha
LUMO energy (alpha / beta) = -0.03245 / -0.03247 Eh
HOMO level (alpha / beta) = -8.477 / -8.476 eV

Mulliken population analysis, charges in e, atoms 1 to 6: C -0.574; C -0.628; C -0.593; C -0.633; C 0.556; C 0.690


ii) Entry from the Open Molecules 2025 dataset: C9H10BrNO2S in the gas phase (ωB97M-V/def2-TZVPD).

Cartesian coordinates (Å):
C (1.97059, 0.17960, -1.04285)
C (-1.77423, -0.58149, 0.25279)
C (-2.31317, 0.31043, -0.77677)
C (0.80533, 0.47785, -1.68104)
C (-0.56847, -1.10419, 0.36511)
C (-1.66828, 1.30270, -1.37706)
C (-0.17157, 1.64064, -1.30966)
C (0.16329, 2.23489, 0.06187)
C (1.69582, -1.67714, 1.98085)
N (2.94264, -0.01714, -0.45759)
O (-0.78350, -2.57757, 2.35157)
O (0.34864, -3.46018, 0.28132)
S (0.21829, -2.43480, 1.28255)
Br (0.50609, -0.40503, -3.30918)
H (-2.39837, -0.88145, 1.01868)
H (-3.29397, 0.36174, -1.05631)
H (-2.32166, 2.02123, -2.07474)
H (-0.09464, 2.20601, -2.23234)
H (-0.32709, 3.16004, 0.18588)
H (1.23576, 2.14337, 0.29640)
H (-0.23549, 1.54904, 0.92655)
H (1.41612, -1.12676, 2.77609)
H (2.43329, -2.28091, 2.22705)
H (2.21457, -1.04089, 1.31082)

Total charge = 0
HOMO-LUMO gap (alpha / beta) = 0.2993 / 0.2771 Ha
LUMO energy (alpha / beta) = -0.02659 / -0.05483 Eh
HOMO level (alpha / beta) = -8.867 / -9.031 eV

Mulliken population analysis, charges in e, atoms 1 to 6: C 0.332; C -0.325; C -0.284; C -0.274; C -0.269; C -0.545


Name the most stable of them. i).